[1]
Entry from OMol25: the molecule FNO3S (wB97M-V/def2-TZVPD).

Geometry as XYZ:
```
6
Properties=species:S:1:pos:R:3:forces:R:3:nbo_charge:R:1
N 0.258 0.204 1.546 -0.2 0.1 -0.2 0.473
O -0.142 0.831 0.295 -1.0 2.2 -2.3 -0.707
O 0.694 -0.820 1.370 0.9 -1.8 0.6 -0.171
O -1.323 -0.673 -1.339 1.9 1.9 -0.5 -0.826
F 1.221 0.100 -1.783 -2.7 0.3 0.7 -0.543
S -0.459 0.510 -1.336 1.0 -2.7 1.7 1.773
```
Forces are in eV/Å.

LUMO level = -0.0308 Ha
Energy = -21181.1837 eV
Energy relative to the best compared isomer or geometry (same formula, charge and spin) = 13.7 kcal/mol
Orbital gap = 10.37 eV
Total charge = 0
Highest occupied orbital energy = -11.2027 eV

[2]
Entry from OMol25: the molecule FNO4S (wB97M-V/def2-TZVPD).

Geometry as XYZ:
```
7
Properties=species:S:1:pos:R:3:forces:R:3:nbo_charge:R:1
O -0.603 -1.309 -1.483 -0.6 1.2 0.9 -0.099
N -1.176 -0.650 -0.764 -1.4 -2.6 -2.9 0.489
O -0.522 0.819 -0.592 0.0 1.0 0.4 -0.720
S 0.505 0.513 0.502 0.6 -2.6 -2.5 2.536
O 1.554 -0.212 -0.171 -0.3 0.9 1.8 -0.882
O 0.649 1.604 1.361 0.2 0.1 1.2 -0.828
F -0.406 -0.765 1.147 1.6 1.9 1.1 -0.496
```
Forces are in eV/Å.

LUMO level = -0.0556 Ha
Energy = -23228.4966 eV
Energy relative to the best compared isomer or geometry (same formula, charge and spin) = 16.8 kcal/mol
Orbital gap = 10.70 eV
SMILES string = O=NOS(=O)(=O)F
Total charge = 0
Highest occupied orbital energy = -12.2088 eV

[3]
Entry from OMol25: a cluster of 2 separate species, FNO4S in total (wB97M-V/def2-TZVPD).

Geometry as XYZ:
```
7
Properties=species:S:1:pos:R:3:forces:R:3:nbo_charge:R:1
N -1.020 1.301 0.442 3.2 -1.1 0.6 0.510
O -0.237 2.089 0.845 -0.3 0.5 0.1 -0.252
O -2.103 1.246 0.072 -2.7 0.4 -0.8 -0.218
O 1.498 -1.222 0.961 0.9 0.4 -0.2 -0.800
O -0.072 -2.169 -0.695 0.3 0.3 -0.3 -0.807
F 1.306 -0.203 -1.474 -0.3 -1.2 1.8 -0.485
S 0.629 -1.043 -0.151 -1.0 0.7 -1.2 2.052
```
Forces are in eV/Å.

LUMO level (alpha / beta) = -0.0679 / -0.1205 Ha
Energy = -23227.1094 eV
Energy relative to the best compared isomer or geometry (same formula, charge and spin) = 48.8 kcal/mol
Orbital gap (alpha / beta) = 9.44 / 7.38 eV
Total charge = 0
Highest occupied orbital energy (alpha / beta) = -11.2878 / -10.6562 eV

[4]
Entry from OMol25: the ion FO2S2 with charge -1 (wB97M-V/def2-TZVPD).

Geometry as XYZ:
```
5
Properties=species:S:1:pos:R:3:forces:R:3:nbo_charge:R:1
O -0.558 0.584 1.340 -0.6 -0.1 0.9 -0.932
S -0.016 0.185 0.092 2.5 -0.8 -3.4 2.094
O 0.427 1.296 -0.798 -1.4 -2.4 1.4 -0.933
F -1.375 -0.634 -0.702 1.7 1.3 0.9 -0.569
S 1.521 -1.430 0.068 -2.2 2.0 0.2 -0.661
```
Forces are in eV/Å.

LUMO level = 0.1333 Ha
Energy = -28484.3652 eV
Energy relative to the best compared isomer or geometry (same formula, charge and spin) = 13.1 kcal/mol
Orbital gap = 8.04 eV
SMILES string = O=S(=O)(F)[S-]
Total charge = -1
Highest occupied orbital energy = -4.4097 eV

[5]
Entry from OMol25: a cluster of 2 separate species, FPS in total (wB97M-V/def2-TZVPD).

Geometry as XYZ:
```
3
Properties=species:S:1:pos:R:3:forces:R:3:nbo_charge:R:1
F -1.954 -0.338 0.003 1.7 0.5 0.0 -0.740
P 2.346 -0.253 0.002 -1.0 0.3 0.0 0.552
S 0.739 0.638 -0.003 -0.7 -0.8 0.0 0.188
```
Forces are in eV/Å.

LUMO level (alpha / beta) = -0.1244 / -0.1244 Ha
Energy = -22837.6289 eV
Energy relative to the best compared isomer or geometry (same formula, charge and spin) = 99.6 kcal/mol
Orbital gap (alpha / beta) = 5.41 / 5.38 eV
Total charge = 0
Highest occupied orbital energy (alpha / beta) = -8.7964 / -8.7687 eV

[6]
Entry from OMol25: a structure of composition FSn (wB97M-V/def2-TZVPD).

Geometry as XYZ:
```
2
Properties=species:S:1:pos:R:3:forces:R:3:nbo_charge:R:1
Sn -1.569 -1.825 -0.828 0.4 0.5 0.2 1.377
F 1.569 1.825 0.828 -0.4 -0.5 -0.2 -0.377
```
Forces are in eV/Å.

LUMO level = -0.3577 Ha
Energy = -8532.9781 eV
Energy relative to the best compared isomer or geometry (same formula, charge and spin) = 108.8 kcal/mol
Orbital gap = 3.14 eV
Total charge = +1
Highest occupied orbital energy = -12.8697 eV

[7]
Entry from OMol25: a structure of composition Fe2I (wB97M-V/def2-TZVPD).

Geometry as XYZ:
```
3
Properties=species:S:1:pos:R:3:forces:R:3:nbo_charge:R:1
Fe 1.573 -0.256 -3.295 -0.4 0.3 0.4 1.476
Fe -0.813 -0.987 3.492 -0.1 0.3 -0.3 1.486
I -0.760 1.243 -0.198 0.5 -0.7 -0.1 0.038
```
Forces are in eV/Å.

LUMO level = -0.6080 Ha
Energy = -76826.8740 eV
Orbital gap = 3.94 eV
Total charge = +3
Highest occupied orbital energy = -20.4878 eV

[8]
Entry from OMol25: a structure of composition FeH8O12S2 (wB97M-V/def2-TZVPD).

Geometry as XYZ:
```
23
Properties=species:S:1:pos:R:3:forces:R:3:lowdin_spin:R:1
Fe 6.377 -0.852 3.005 -1.0 1.0 -0.8 3.643
S 5.303 1.931 1.476 -0.4 2.8 -0.9 0.013
O 5.772 2.974 2.358 -0.3 1.2 2.5 0.008
O 3.877 2.091 1.099 0.7 -1.4 0.9 0.007
O 6.148 2.076 0.311 1.0 -1.8 -2.1 0.006
O 5.623 0.639 2.211 -1.6 0.2 -0.4 0.088
S 8.030 -3.635 3.664 -2.1 3.3 0.5 -0.022
O 9.304 -3.141 4.156 1.7 -0.2 0.6 0.433
O 7.169 -2.445 3.469 0.8 -2.2 0.8 0.045
O 8.243 -4.303 2.429 0.8 -1.5 -2.3 0.351
O 7.380 -4.477 4.612 -0.3 -1.7 1.5 0.287
O 6.843 -1.310 1.067 0.8 -0.8 -1.6 0.032
H 7.340 -0.675 0.534 -0.4 0.0 -0.1 0.002
H 6.588 -2.074 0.529 0.2 0.4 0.1 0.004
O 8.121 0.184 3.213 2.8 0.5 0.8 0.028
H 8.930 -0.149 3.670 -1.0 0.1 -0.5 0.004
H 8.409 0.998 2.777 -0.6 0.1 -0.1 0.004
O 5.454 -0.372 4.798 -1.0 0.2 2.6 0.027
H 5.062 0.505 4.965 0.3 -0.2 -0.5 0.003
H 5.301 -0.868 5.637 0.3 0.4 -1.0 0.005
O 4.583 -1.879 2.527 -1.5 -0.2 -0.7 0.027
H 4.246 -2.690 2.903 -0.1 -0.3 0.2 0.003
H 3.813 -1.386 2.176 0.7 0.0 0.2 0.003
```
Forces are in eV/Å.

LUMO level (alpha / beta) = 0.0838 / -0.0468 Ha
Energy = -80758.3584 eV
Energy relative to the best compared isomer or geometry (same formula, charge and spin) = 0.0 kcal/mol
Orbital gap (alpha / beta) = 6.09 / 2.52 eV
Total charge = -1
<S²> = 8.770
Spin multiplicity = 6
Highest occupied orbital energy (alpha / beta) = -3.8059 / -3.7951 eV

[9]
Entry from OMol25: a structure of composition H10LiO5 (wB97M-V/def2-TZVPD).

Geometry as XYZ:
```
16
Properties=species:S:1:pos:R:3:forces:R:3:nbo_charge:R:1
Li -40.760 -14.349 7.816 0.4 0.7 0.2 0.894
O -40.274 -13.016 9.410 2.1 -3.1 2.3 -0.970
H -41.010 -12.477 9.590 -1.5 1.2 0.6 0.485
H -40.042 -13.482 10.327 -0.7 1.6 -2.9 0.507
O -42.263 -12.890 7.320 0.3 -1.5 1.7 -0.947
H -41.915 -12.060 7.093 0.9 2.0 -0.2 0.488
H -42.670 -13.160 6.529 -1.2 -0.7 -1.6 0.481
O -39.403 -13.431 6.412 -5.3 3.0 -3.2 -0.965
H -39.609 -12.960 5.466 0.8 -1.8 3.6 0.501
H -38.563 -13.729 6.333 4.3 -1.4 -0.3 0.484
O -42.022 -16.015 7.811 -1.0 -0.2 -2.7 -0.981
H -42.597 -16.242 7.017 1.5 0.5 0.7 0.504
H -42.683 -16.246 8.437 -0.6 -0.2 1.9 0.503
O -39.260 -15.953 8.233 4.8 0.9 -3.9 -0.922
H -40.056 -16.335 8.146 -5.3 -2.6 0.8 0.462
H -38.999 -16.319 7.271 0.4 1.5 3.0 0.477
```
Forces are in eV/Å.

LUMO level = -0.1330 Ha
Energy = -10600.2934 eV
Energy relative to the best compared isomer or geometry (same formula, charge and spin) = 39.4 kcal/mol
Orbital gap = 12.19 eV
Total charge = +1
Highest occupied orbital energy = -15.8049 eV

[10]
Entry from OMol25: a structure of composition H10MgO17S3 (wB97M-V/def2-TZVPD).

Geometry as XYZ:
```
31
Properties=species:S:1:pos:R:3:forces:R:3:nbo_charge:R:1
Mg 0.152 0.601 -0.106 0.4 -1.8 0.7 1.245
S 2.645 -0.667 2.724 -2.7 0.5 -2.2 2.626
O 4.045 -0.453 2.926 3.0 0.5 0.8 -1.103
O 2.345 -1.117 1.372 0.7 -3.3 -3.5 -1.176
O 2.033 -1.474 3.737 -0.2 -1.9 2.2 -1.092
O 1.857 0.559 2.600 -1.6 5.3 1.6 -1.207
S -0.613 -0.658 -5.052 -0.2 -1.4 0.1 2.618
O -0.237 -0.165 -3.732 1.0 1.1 2.4 -1.069
O -0.198 -2.036 -5.185 1.7 -2.5 0.0 -1.050
O -2.037 -0.709 -5.200 -3.4 1.2 -0.4 -1.075
O 0.019 0.131 -6.077 1.3 2.2 -2.1 -1.144
S -2.852 -2.954 -0.252 1.2 -1.6 -2.9 2.588
O -2.330 -1.768 0.393 1.7 3.2 2.8 -1.020
O -3.876 -2.416 -1.122 -1.6 0.2 -1.8 -1.041
O -1.693 -3.575 -0.948 -0.6 0.1 -0.1 -0.990
O -3.452 -3.932 0.616 -0.8 -1.4 2.4 -1.101
O -3.426 -0.509 4.466 -0.3 0.3 0.5 -0.966
H -4.068 -1.219 4.453 0.0 -0.2 -0.2 0.462
H -2.863 -0.681 3.712 0.3 -0.2 -0.4 0.504
O 0.521 4.796 3.790 -0.3 0.5 0.2 -0.958
H 1.279 5.334 3.558 0.2 0.0 -0.1 0.455
H 0.780 3.904 3.561 0.1 -0.6 -0.1 0.501
O 3.316 -3.644 -2.173 0.4 -0.5 -0.2 -0.944
H 3.027 -3.089 -1.448 -0.4 0.2 0.4 0.495
H 3.984 -3.125 -2.621 0.0 0.2 -0.1 0.448
O -2.159 2.956 0.127 0.3 -0.1 0.0 -0.937
H -2.472 3.472 -0.616 0.0 -0.1 -0.4 0.468
H -2.511 3.405 0.896 0.0 0.0 0.3 0.464
O 2.654 2.829 -1.256 -0.2 0.1 0.1 -0.932
H 3.307 3.457 -0.947 0.2 0.0 0.3 0.456
H 2.825 2.745 -2.194 -0.1 -0.3 -0.4 0.474
```
Forces are in eV/Å.

LUMO level = 0.2419 Ha
Energy = -72907.9676 eV
Energy relative to the best compared isomer or geometry (same formula, charge and spin) = 235.6 kcal/mol
Orbital gap = 2.81 eV
Total charge = -4
Highest occupied orbital energy = 3.7726 eV

[11]
Entry from OMol25: a structure of composition H10N2Si4 (wB97M-V/def2-TZVPD).

Geometry as XYZ:
```
16
Properties=species:S:1:pos:R:3:forces:R:3:lowdin_spin:R:1
N -0.759 -1.079 -0.307 3.3 -0.1 0.5 0.128
N 1.124 1.139 0.727 0.4 1.3 -1.0 0.699
Si -1.739 -0.051 0.483 -1.8 1.4 -0.6 0.539
Si 1.437 -0.306 0.024 -1.9 -3.8 0.9 0.201
Si -0.692 -2.562 -1.166 2.2 1.0 -0.1 0.022
Si 0.743 2.806 0.757 -0.7 0.8 -1.1 0.101
H -1.869 1.368 0.013 0.1 -0.5 0.3 0.061
H -2.326 -0.366 1.743 -0.2 -0.1 0.9 0.075
H 2.171 -0.947 1.229 -0.5 0.2 -0.9 0.054
H 1.796 -1.017 -1.219 0.5 0.9 -0.2 0.025
H -0.840 -2.055 -2.588 0.3 -0.8 0.3 0.003
H -1.540 -3.738 -0.998 -0.5 0.0 0.4 0.003
H 0.779 -3.034 -0.711 -1.4 0.1 -1.0 0.003
H 0.022 2.938 -0.644 0.2 -0.3 1.4 0.077
H 1.617 4.017 0.609 0.4 -0.7 0.2 0.007
H 0.078 2.889 2.049 -0.5 0.5 0.1 0.003
```
Forces are in eV/Å.

LUMO level (alpha / beta) = 0.0095 / -0.1177 Ha
Energy = -34647.5851 eV
Orbital gap (alpha / beta) = 5.82 / 6.04 eV
Total charge = 0
<S²> = 2.010
Spin multiplicity = 3
Highest occupied orbital energy (alpha / beta) = -5.5605 / -9.2449 eV

[12]
Entry from OMol25: a structure of composition H10NaO5 (wB97M-V/def2-TZVPD).

Geometry as XYZ:
```
16
Properties=species:S:1:pos:R:3:forces:R:3:nbo_charge:R:1
Na 0.563 0.055 0.461 0.1 0.0 -0.1 0.944
O -1.871 0.243 -0.157 -0.2 -0.2 1.3 -0.938
H -1.834 -0.371 -0.866 0.1 -0.4 -1.7 0.467
H -2.294 -0.360 0.483 0.1 0.8 0.3 0.481
O 0.717 -1.797 -0.920 0.0 -1.3 0.8 -0.983
H 0.301 -1.437 -1.698 -0.2 -0.1 -0.6 0.490
H 0.575 -2.777 -0.913 0.2 1.3 -0.3 0.503
O -0.537 -1.341 1.928 1.9 -0.3 -3.8 -0.981
H -0.966 -1.331 2.725 -1.7 -0.5 3.1 0.495
H -0.558 -2.215 1.492 -0.2 0.6 0.9 0.498
O 1.020 2.195 1.114 0.7 1.2 -1.2 -0.957
H 1.121 3.029 0.593 0.5 -0.9 0.6 0.491
H 0.137 2.334 1.410 -1.4 0.1 0.9 0.479
O 0.974 1.020 -1.692 0.1 -0.3 0.0 -0.979
H 1.085 1.962 -1.538 0.0 0.0 -0.2 0.490
H 1.566 0.791 -2.421 0.0 0.2 0.1 0.498
```
Forces are in eV/Å.

LUMO level = -0.1282 Ha
Energy = -14812.4287 eV
Energy relative to the best compared isomer or geometry (same formula, charge and spin) = 15.9 kcal/mol
Orbital gap = 12.14 eV
Total charge = +1
Highest occupied orbital energy = -15.6329 eV